ORCA calculation (ωB97M-V/def2-TZVPD) on a 6-piece molecular cluster, C5H24N2O5S overall in a non-equilibrium geometry.

Strongest force on any atom (eV/A): 1.7
Highest occupied orbital energy (eV): -9.461
Energy above the lowest of the compared OMol25 structures with the same formula, charge and spin (eV): 1.573
SMILES string: NCCNCCCS.O.O.O.O.O
Total charge: 0
Total energy (eV): -29626.6996
Molar mass (g mol⁻¹): 224.323

Each line ends with the natural charge from an NBO analysis.
Element x y z (Å)
N: -2.52 1.28 1.64  -0.84
C: -1.25 1.99 1.56  -0.24
C: -0.09 0.98 1.70  -0.23
N: 0.34 0.24 0.50  -0.66
C: 0.89 1.04 -0.63  -0.21
C: 0.21 0.71 -1.95  -0.44
C: -1.13 1.42 -2.14  -0.51
S: -2.59 0.39 -2.49  -0.05
H: -2.79 0.88 0.74  0.36
H: -3.27 1.90 1.91  0.36
H: -1.07 2.67 0.73  0.14
H: -1.18 2.65 2.43  0.20
H: -0.51 0.22 2.36  0.22
H: 0.76 1.47 2.14  0.19
H: -0.44 -0.32 0.18  0.36
H: 1.96 0.85 -0.59  0.19
H: 0.81 2.10 -0.42  0.17
H: 0.20 -0.37 -2.08  0.23
H: 0.91 1.12 -2.68  0.23
H: -1.29 2.01 -1.24  0.19
H: -1.05 2.09 -2.97  0.23
H: -3.27 1.38 -3.08  0.13
O: 3.18 -0.98 0.69  -0.97
H: 3.39 -0.93 -0.25  0.48
H: 2.28 -0.60 0.70  0.50
O: 3.15 -3.22 2.25  -0.99
H: 3.37 -2.36 1.84  0.51
H: 2.88 -3.82 1.55  0.48
O: 0.88 -3.96 -0.95  -0.94
H: 0.63 -4.24 -0.06  0.48
H: 0.01 -4.10 -1.36  0.46
O: 0.02 4.54 -0.95  -0.93
H: -0.14 3.64 -0.68  0.46
H: -0.76 4.89 -1.37  0.47
O: 0.59 -3.82 2.82  -0.96
H: 1.45 -3.52 3.17  0.50
H: 0.26 -2.95 2.57  0.46